Entry from the OMol25 dataset: a molecular structure, C56H40Cl4IN2O5P2STl (wB97M-V/def2-TZVPD).

The geometry in XYZ format:
```
112
Properties=species:S:1:pos:R:3:forces:R:3
H -1.58505 -1.96914 -5.58590 0.02 0.03 0.03
H -2.95172 -3.34013 -7.09632 -0.01 0.02 0.02
H 0.87906 -1.91371 -3.15104 0.01 0.04 0.07
C -0.65492 -3.42557 0.42817 0.06 0.13 0.00
H -5.97779 3.35456 3.00447 0.03 -0.02 0.00
H -2.47550 -2.70072 2.55503 0.06 -0.02 -0.04
H -0.12099 -1.32792 5.85545 -0.02 0.02 -0.04
C 1.54417 4.80862 4.83319 -0.06 0.00 -0.03
H -4.57252 4.54515 1.34355 0.01 -0.05 -0.01
C -1.17133 -2.35182 -0.28968 -0.04 0.04 0.03
C -0.63130 -0.49023 -3.72218 -0.07 -0.07 0.13
H -5.90465 -3.80569 -4.03247 0.04 0.04 0.01
C -0.32970 -4.68021 -1.59258 0.04 0.01 -0.03
H 2.23952 1.29357 -5.62907 -0.04 -0.03 0.01
C 3.70534 2.58619 -0.55711 -0.33 -0.36 0.23
C 0.34239 5.11889 4.21808 0.00 -0.01 -0.03
H -1.22924 4.47074 2.95329 -0.14 -0.02 -0.07
C -2.96088 -2.10745 -3.93440 -0.06 0.03 0.11
C -2.52910 -2.36508 -5.23370 -0.01 -0.05 0.01
C 5.00893 2.68844 -1.05390 0.23 0.01 -0.06
C 1.66178 4.76643 -3.41929 -0.02 -0.04 -0.02
C -1.33157 -2.16105 4.29050 0.00 -0.03 0.06
H 2.89071 4.44895 -1.29404 0.02 0.05 -0.10
H 2.69135 -0.78304 -4.35321 -0.03 0.04 0.00
C -3.30220 -3.14062 -6.09076 -0.03 -0.01 0.03
C -4.51359 -3.66433 -5.66112 0.05 0.01 -0.03
H 4.72270 -0.81267 2.10349 -0.05 0.12 0.03
C -4.95733 -3.40288 -4.37115 0.00 -0.03 0.01
S -1.97419 -0.87838 0.51207 -0.29 -0.40 0.16
C -0.84425 -3.61643 -2.31546 0.06 0.02 0.06
H -1.89314 1.04665 -4.52601 0.08 0.04 0.00
C 1.05650 5.67970 -4.26429 0.04 0.00 0.04
C 0.91559 3.87932 -2.62795 0.06 0.08 -0.04
C -0.15706 -0.07254 4.11951 -0.05 -0.16 0.00
C -1.76568 -2.00478 2.98580 0.00 -0.10 -0.11
C 2.11209 3.56402 4.60614 0.04 -0.01 0.05
C -3.14714 1.49628 3.22695 -0.01 0.05 0.03
C 4.72253 -3.96631 -0.71897 0.04 0.24 -0.16
H -0.07189 2.18184 -5.74997 0.01 -0.01 0.02
O 2.27355 1.72410 1.12780 -0.21 -0.66 -0.48
C 1.48401 2.64160 3.78442 0.04 -0.09 -0.14
C -0.23332 -4.57874 -0.21404 0.01 -0.04 -0.03
H 6.41707 3.37748 -2.49428 0.02 -0.02 -0.05
H -5.05329 1.38940 4.19625 0.04 0.01 -0.04
C -4.44651 1.92145 3.47250 0.02 -0.04 0.00
H 5.52652 5.26742 -1.45727 0.02 -0.04 0.07
H 7.03351 2.00157 -0.82045 -0.07 0.02 0.02
H 0.40340 0.70841 4.60987 -0.05 0.00 0.01
Cl 2.34171 -4.38033 2.54591 -0.11 0.09 -0.13
H -0.01537 -5.58372 -2.10242 -0.01 0.04 0.02
N 5.80720 1.19626 0.63041 -0.29 -0.22 0.17
O 5.02418 4.88723 -2.18400 0.02 -0.03 -0.10
C 6.01602 1.96491 -0.43787 -0.06 0.16 -0.16
C 4.02129 -4.51511 0.45625 -0.22 -0.02 0.23
C 4.58616 1.09163 1.13201 0.12 0.23 -0.19
H 4.79785 3.12589 -3.14415 -0.03 0.06 -0.03
C -4.19060 -2.62331 -3.51911 0.01 0.02 0.09
H 1.67455 6.34892 -4.85010 -0.03 -0.02 0.01
H 2.03273 5.52741 5.47894 0.01 -0.01 -0.02
C -1.32518 -0.93481 2.21632 0.14 -0.15 -0.04
H -2.16448 4.86072 -3.67763 0.03 0.00 -0.02
H -0.92788 -3.69798 -3.39208 -0.04 0.00 -0.01
C 1.68831 -0.37370 -4.39575 0.00 -0.05 0.07
H 1.97355 1.69846 3.59302 0.01 0.02 -0.08
C -4.18221 3.68432 1.87381 0.01 -0.02 0.01
H 0.16000 -5.40178 0.37224 -0.01 0.04 -0.01
C 3.08892 -3.80324 1.11815 0.20 -0.45 0.15
C 0.13885 1.28539 -5.17898 -0.05 -0.04 0.02
P -2.04177 -1.09408 -2.69815 0.14 -0.05 -0.27
C 1.43286 0.78345 -5.11535 0.03 0.01 -0.04
C 3.45345 -1.88334 -0.52476 0.24 0.51 -0.26
Cl 4.42607 -6.09005 0.97986 0.09 0.03 -0.06
H -5.11128 -4.27185 -6.33055 0.02 0.03 0.03
C -0.88279 0.65177 -4.48582 0.01 -0.03 -0.09
C 5.35265 3.49772 -2.28004 -0.05 -0.03 0.10
C 2.66491 -2.48344 0.63388 0.17 -0.20 0.14
C 2.65642 3.38674 -1.22826 0.21 0.06 0.21
H -0.81525 6.45392 -4.99530 0.03 -0.04 0.01
C 0.66123 -1.00896 -3.70508 0.04 0.03 -0.07
C -0.32548 5.73317 -4.35208 -0.03 0.04 -0.05
C -1.08409 4.84142 -3.61322 -0.03 -0.02 -0.01
C 0.25603 2.92495 3.17992 0.08 -0.06 0.03
P -0.54489 1.75968 1.97896 -0.50 0.20 0.12
Cl 5.89468 -4.93365 -1.49558 -0.04 -0.07 0.09
H -4.54166 -2.41221 -2.51281 0.00 -0.01 -0.04
C -0.29138 4.19001 3.40181 0.02 -0.10 0.09
H -0.11616 6.08891 4.36855 0.01 -0.03 0.01
H -0.54902 -3.37324 1.49515 0.01 0.08 0.20
Cl 5.32149 -2.03465 -2.47897 -0.13 0.05 0.09
C -1.26419 -2.44140 -1.69016 -0.17 0.05 0.02
C -4.96683 3.02012 2.80527 0.02 0.03 -0.04
H 3.41536 0.22614 2.71190 0.04 0.02 0.02
O 1.74297 -1.88588 1.10398 -0.37 0.45 0.22
H -1.66211 -3.01062 4.87560 0.00 0.02 -0.03
O -3.39275 -1.31145 0.63910 0.01 0.10 -0.10
C 3.43605 1.77120 0.58659 0.23 0.60 -0.14
H 3.06009 3.31016 5.06594 -0.03 -0.02 -0.03
C -2.88915 3.24832 1.61973 0.03 -0.04 -0.03
I -1.76918 2.59176 -1.78681 0.14 0.31 -0.01
C 4.47645 -2.71693 -1.15813 0.38 -0.40 -0.30
Tl 0.67650 0.50159 -0.67027 0.66 0.56 0.33
C -2.33841 2.15936 2.30089 0.07 0.12 0.04
H -2.77534 0.64083 3.77570 0.01 0.04 0.00
C 4.44078 0.22402 2.34514 -0.06 -0.31 -0.06
C -0.58955 0.10771 2.80677 0.04 0.05 0.01
N 1.59562 2.95278 -1.79123 -0.17 -0.17 -0.10
C -0.48202 -1.21417 4.83969 0.01 0.04 0.02
H 5.13298 0.54885 3.12342 -0.08 0.02 0.04
O 3.23789 -0.75375 -0.88408 -0.14 -0.18 0.00
C -0.47245 3.91291 -2.78112 -0.11 -0.16 0.19
H -2.29713 3.76865 0.87870 0.04 0.04 0.03
H 2.74311 4.72632 -3.37411 -0.02 0.00 0.01
```
Positions in Å, forces in eV/Å.

- Total energy: -164233.766 eV
- Frontier orbital gap: 4.2912 eV